DFT (the ωB97M-V functional and the def2-TZVPD basis) results for C30H30N9O6SW as an isolated structure.

Output
<S²>   2.015
Energy above the lowest of the compared OMol25 structures with the same formula, charge and spin   0.0 kJ/mol
Frontier orbital gap (spin up / spin down)   7.30 / 7.69 eV
2S+1   3
Total charge   +1
Lowest unoccupied orbital energy (spin up / spin down)   -2.73 / -3.14 eV

```
77
Properties=species:S:1:pos:R:3:forces:R:3:mulliken_spin:R:1
W 0.4188 0.1455 -0.4391 -0.06 0.13 -0.01 1.52
C 4.1843 -2.4117 1.1179 0.00 0.00 0.00 0.00
O 4.6946 -1.1689 0.6323 0.02 0.01 -0.02 0.00
C 4.3126 -0.0725 1.3606 -0.04 0.00 0.02 -0.03
C 5.2474 0.6287 2.0909 0.01 -0.01 0.00 0.01
C 4.8977 1.7880 2.7915 0.01 0.00 0.00 0.00
C 3.5986 2.2331 2.7535 -0.02 -0.02 -0.01 0.02
C 2.6349 1.5459 1.9955 0.03 0.00 -0.01 0.00
C 1.2760 1.9983 2.0011 -0.03 0.00 -0.01 0.04
N 0.3255 1.5280 1.2614 0.03 -0.05 0.00 0.02
N -0.9240 2.0849 1.5515 0.06 0.03 0.00 0.00
C -1.8295 1.4607 0.8757 -0.11 -0.03 -0.03 0.02
O -1.5152 0.4930 0.0511 0.08 -0.01 0.02 0.00
C -3.2610 1.7889 1.0106 0.03 0.01 0.01 0.00
C -4.1851 1.1442 0.1934 0.01 -0.01 -0.01 0.00
C -5.5340 1.4386 0.3129 0.00 0.01 0.02 0.00
C -5.9607 2.3720 1.2470 -0.01 -0.02 -0.02 0.00
C -5.0382 3.0146 2.0637 0.02 0.01 0.02 0.00
C -3.6894 2.7267 1.9480 -0.01 0.00 0.01 0.00
C 2.9833 0.3887 1.2849 0.00 0.05 0.03 0.06
O 2.1074 -0.2849 0.5671 -0.02 -0.05 0.03 0.15
H 4.5818 -3.1824 0.4620 0.00 0.00 0.00 0.00
H 3.0936 -2.4233 1.0861 0.00 0.00 0.00 0.00
H 4.5311 -2.5914 2.1380 0.00 0.00 0.00 0.00
H 6.2649 0.2582 2.0993 0.00 0.01 0.00 0.00
H 5.6443 2.3174 3.3665 0.00 0.00 0.00 0.00
H 3.3009 3.1162 3.3057 0.00 0.00 0.00 0.00
H 0.9882 2.7799 2.6991 0.01 0.00 0.01 -0.01
H -3.8397 0.4175 -0.5305 0.00 0.00 0.00 0.00
H -6.2520 0.9416 -0.3269 0.00 0.00 0.00 0.00
H -7.0140 2.6030 1.3388 0.00 0.00 0.00 0.00
H -5.3735 3.7418 2.7910 0.00 0.00 0.00 0.00
H -2.9610 3.2180 2.5785 0.00 0.00 0.00 0.00
N 0.5143 2.0267 -1.5783 -0.07 -0.09 -0.10 0.04
N -0.0726 1.8114 -2.8527 0.04 0.12 0.02 0.01
C -0.4550 0.5097 -3.1868 0.05 -0.04 -0.07 0.02
O -0.6571 0.2032 -4.3343 -0.03 -0.01 -0.01 0.00
O -0.5778 -0.2874 -2.1480 -0.01 -0.06 0.06 0.01
H 0.0326 2.7960 -1.1176 0.01 0.01 0.02 0.01
H 1.5235 2.2279 -1.6536 0.03 0.01 0.02 0.00
H 0.2851 2.3683 -3.6139 0.01 0.02 0.02 0.00
N 2.8339 -1.9707 -3.4301 0.00 0.01 0.01 0.00
C 1.7324 -1.6452 -2.7673 -0.01 -0.01 0.00 0.01
N 1.9872 -0.5932 -2.0055 -0.02 0.08 -0.02 0.03
C 3.3022 -0.3045 -2.2737 0.02 -0.03 0.01 0.01
N 3.8399 -1.1262 -3.1402 0.00 0.00 -0.02 0.00
C 4.0759 0.8186 -1.7209 -0.06 -0.02 -0.02 0.00
C 5.4570 0.7102 -1.5807 0.06 0.05 0.01 0.00
N 6.1837 1.7031 -1.0903 0.00 -0.02 -0.01 0.00
C 5.5312 2.8029 -0.7292 -0.02 0.01 0.02 0.00
C 4.1577 2.9193 -0.8754 0.03 -0.02 -0.01 0.00
N 3.4276 1.9296 -1.3831 -0.03 0.01 0.02 0.01
H 2.9646 -2.7034 -4.1085 0.00 0.00 0.00 0.00
H 0.7837 -2.1467 -2.8521 0.00 0.00 0.00 0.00
H 5.9684 -0.2012 -1.8586 -0.02 -0.01 0.00 0.00
H 6.1152 3.6149 -0.3142 0.00 0.00 0.00 0.00
H 3.6383 3.8240 -0.5836 0.01 0.00 -0.01 0.00
C -6.5904 -2.4604 -1.0687 0.00 0.00 0.00 0.00
C -5.2034 -2.3770 -0.4978 0.00 0.00 0.00 0.00
C -4.0854 -2.4151 -1.3303 0.01 0.00 0.00 0.00
C -2.8012 -2.3586 -0.8136 -0.01 0.00 -0.01 -0.01
C -2.6463 -2.2541 0.5579 -0.01 -0.01 0.03 0.00
C -3.7363 -2.1824 1.4128 -0.01 0.00 -0.02 0.00
C -5.0108 -2.2588 0.8769 0.00 0.00 0.01 0.00
S -1.0386 -2.1465 1.2935 0.06 -0.01 -0.04 0.02
C -0.7118 -3.8787 1.5644 -0.02 -0.01 0.03 0.00
O -0.0377 -1.8412 0.1571 0.00 -0.06 0.04 0.02
H -6.6184 -2.1017 -2.0966 0.00 0.00 0.00 0.00
H -7.2959 -1.8774 -0.4774 0.00 0.00 0.00 0.00
H -6.9400 -3.4947 -1.0692 0.00 0.00 0.00 0.00
H -4.2207 -2.4756 -2.4033 0.00 0.00 0.00 0.00
H -1.9403 -2.3421 -1.4679 0.00 0.00 0.00 0.00
H -3.5986 -2.0490 2.4798 0.00 0.00 0.00 0.00
H -5.8689 -2.1978 1.5345 0.00 0.00 0.00 0.00
H -0.7772 -4.3979 0.6102 0.00 0.01 -0.01 0.00
H -1.4617 -4.2518 2.2608 0.01 -0.01 0.00 0.00
H 0.2832 -3.9646 1.9963 0.00 0.01 0.00 0.00
```
Forces are in eV/Å.

=====

DFT (the ωB97M-V functional and the def2-TZVPD basis) results for C30H30N9O6SW as an isolated structure.

Output
<S²>   2.013
Energy above the lowest of the compared OMol25 structures with the same formula, charge and spin   173.1 kJ/mol
Frontier orbital gap (spin up / spin down)   7.16 / 7.31 eV
2S+1   3
Total charge   +1
Lowest unoccupied orbital energy (spin up / spin down)   -3.14 / -3.50 eV

```
77
Properties=species:S:1:pos:R:3:forces:R:3:mulliken_spin:R:1
W -0.9519 -0.1702 -0.0911 0.21 0.37 -0.42 1.40
C -3.1486 -4.3831 -0.1531 0.01 -0.02 0.04 0.00
O -4.2813 -3.5371 0.0836 -0.02 0.04 -0.02 0.00
C -4.1717 -2.6228 1.0916 -0.06 -0.11 -0.06 -0.01
C -5.0961 -2.6560 2.1221 0.07 0.09 0.07 0.00
C -5.0448 -1.7223 3.1532 0.01 -0.06 -0.08 0.00
C -4.0632 -0.7502 3.1450 0.01 0.08 0.07 0.00
C -3.1557 -0.6736 2.0895 0.14 -0.07 0.00 -0.02
C -2.1768 0.4426 2.1068 -0.50 -0.01 0.39 -0.02
N -2.0971 1.3385 1.1745 0.35 -0.13 -0.13 0.11
N -1.3034 2.4464 1.4924 0.00 0.22 0.06 0.02
C -0.0524 2.2487 1.2643 -0.31 -0.08 0.06 0.05
O 0.3982 1.0977 0.8066 0.12 -0.06 0.16 0.10
C 0.9300 3.3250 1.5174 0.05 -0.04 -0.01 -0.02
C 0.5149 4.5627 2.0037 -0.01 -0.04 -0.01 0.00
C 1.4460 5.5619 2.2236 0.03 0.02 0.00 0.00
C 2.7926 5.3351 1.9613 -0.02 0.00 0.00 0.00
C 3.2076 4.1030 1.4791 -0.02 -0.01 0.00 0.00
C 2.2768 3.0984 1.2572 0.02 0.00 0.00 0.00
C -3.1903 -1.6218 1.0643 -0.02 0.01 -0.09 0.08
O -2.2997 -1.6069 0.0535 0.04 0.05 0.27 0.05
H -3.5407 -5.3072 -0.5711 0.00 0.02 -0.01 0.00
H -2.6364 -4.6078 0.7850 0.00 0.01 0.01 0.00
H -2.4450 -3.9290 -0.8474 0.01 0.03 0.00 0.00
H -5.8436 -3.4379 2.1059 -0.01 0.00 0.01 0.00
H -5.7598 -1.7646 3.9622 -0.01 -0.01 0.00 0.00
H -4.0058 -0.0214 3.9444 -0.01 -0.01 0.01 0.00
H -1.6395 0.6236 3.0397 -0.06 0.02 0.05 0.01
H -0.5357 4.7240 2.2018 0.00 0.02 0.01 0.00
H 1.1237 6.5232 2.6007 0.00 0.00 0.00 0.00
H 3.5174 6.1194 2.1346 -0.01 0.01 0.00 0.00
H 4.2560 3.9254 1.2771 0.00 0.00 0.00 0.00
H 2.5866 2.1294 0.8893 0.02 0.02 0.00 -0.01
N -1.0555 -1.0178 -3.8277 0.02 0.04 0.01 0.00
N -0.7748 -2.2720 -3.2751 -0.16 0.03 -0.12 0.00
C -0.1468 -2.4555 -2.0697 0.07 0.07 0.02 0.02
O 0.2408 -3.5623 -1.7526 -0.04 -0.03 -0.02 0.01
O 0.0448 -1.3744 -1.3306 0.10 -0.18 -0.39 0.07
H -2.0042 -1.0209 -4.1861 0.02 -0.02 0.04 0.00
H -0.4314 -0.8330 -4.6073 0.01 -0.01 0.04 0.00
H -0.7813 -3.0815 -3.8763 0.05 -0.06 0.06 0.00
N -4.2673 1.1577 -2.4902 -0.03 0.01 0.01 0.00
C -3.7898 0.3393 -1.5536 0.20 0.02 -0.06 0.02
N -2.4854 0.5410 -1.4723 -0.30 -0.02 -0.07 0.01
C -2.2366 1.5163 -2.3854 0.24 -0.05 0.08 0.01
N -3.2921 1.9207 -3.0340 -0.08 -0.04 0.02 0.00
C -0.8396 1.8998 -2.5265 -0.22 0.14 -0.24 0.01
C -0.3285 2.7401 -3.5036 -0.02 0.01 0.00 0.00
N 0.9753 2.9395 -3.6219 0.01 -0.02 0.02 0.01
C 1.7629 2.2917 -2.7680 -0.03 0.09 -0.11 -0.01
C 1.2602 1.4697 -1.7731 0.07 -0.08 0.14 -0.02
N -0.0511 1.2910 -1.6456 -0.04 -0.05 -0.10 0.03
H -5.2201 1.2687 -2.7995 0.00 -0.02 0.02 0.00
H -4.3641 -0.3666 -0.9764 -0.04 0.00 -0.02 0.00
H -0.9914 3.2433 -4.1962 0.00 0.01 0.00 0.00
H 2.8280 2.4429 -2.8798 0.04 -0.05 0.06 0.00
H 1.8962 0.9543 -1.0667 0.03 0.01 -0.01 0.03
C 6.1598 -0.1479 -0.7842 -0.04 -0.02 0.00 0.00
C 4.8565 -0.7208 -0.3013 0.00 -0.06 -0.06 0.00
C 4.1938 -0.1762 0.7973 0.00 0.01 0.01 0.00
C 2.9944 -0.7075 1.2447 0.03 0.08 0.05 -0.01
C 2.4594 -1.8009 0.5833 -0.09 -0.01 -0.06 0.01
C 3.0850 -2.3523 -0.5277 -0.05 -0.07 0.02 0.00
C 4.2844 -1.8130 -0.9569 0.07 0.09 0.03 0.00
S 0.9176 -2.5175 1.0834 -0.10 0.06 0.06 0.02
C 1.3252 -2.9857 2.7504 0.00 -0.03 0.05 0.00
O -0.0298 -1.3160 1.3875 0.26 -0.17 0.17 0.03
H 6.5046 0.6601 -0.1419 0.00 0.00 0.01 0.00
H 6.0558 0.2414 -1.7983 0.02 0.00 0.00 0.00
H 6.9308 -0.9183 -0.8108 0.01 0.01 0.00 0.00
H 4.6292 0.6705 1.3149 -0.01 0.00 0.00 0.00
H 2.4743 -0.2552 2.0801 -0.01 -0.02 -0.01 0.00
H 2.6208 -3.1822 -1.0467 0.00 0.01 -0.01 0.00
H 4.7871 -2.2387 -1.8166 -0.01 -0.02 0.00 0.00
H 1.6777 -2.1194 3.3060 0.01 -0.01 -0.01 0.00
H 2.0945 -3.7544 2.6881 0.00 0.00 0.05 0.00
H 0.4207 -3.3908 3.1997 0.00 -0.01 0.00 0.00
```
Forces are in eV/Å.

=====

DFT (the ωB97M-V functional and the def2-TZVPD basis) results for C30H31BrCoN5O4 as an isolated structure.

Output
<S²>   6.015
Frontier orbital gap (spin up / spin down)   7.41 / 6.11 eV
2S+1   5
Total charge   +2
Lowest unoccupied orbital energy (spin up / spin down)   -6.17 / -7.48 eV

```
72
Properties=species:S:1:pos:R:3:forces:R:3:mulliken_spin:R:1
Co -0.1200 0.2188 -0.0637 0.32 -0.41 0.55 3.23
C 2.0870 3.8443 5.5597 -0.03 -0.05 -0.04 0.00
C 1.5529 2.8544 4.5575 0.02 0.06 0.00 0.01
C 1.4902 1.5037 4.8203 0.00 -0.05 0.05 0.00
C 0.9750 0.5886 3.8812 0.09 -0.17 0.18 0.01
C 1.0703 -0.8166 4.1253 0.12 0.17 0.08 0.00
N 0.7960 -1.7491 3.2702 -0.07 -0.25 -0.02 0.01
C 0.9767 -3.1919 3.4794 0.04 0.14 0.01 0.00
C 1.8449 -3.8252 2.3932 -0.01 -0.03 -0.01 0.00
C 3.3526 -3.6303 2.5497 0.04 0.09 0.05 0.00
N 3.7690 -2.2116 2.4250 -0.03 -0.08 0.01 0.01
C 3.6037 -1.4238 1.4060 0.03 0.00 0.01 0.00
C 3.2619 -1.7991 0.0740 0.08 -0.10 0.03 0.01
C 3.7919 -2.9259 -0.5807 0.04 0.05 0.19 0.01
C 3.5022 -3.2084 -1.8974 -0.06 0.03 -0.16 0.02
C 4.1314 -4.3636 -2.6295 -0.03 0.04 0.06 0.00
C 2.5972 -2.3553 -2.5381 0.03 -0.12 -0.08 -0.01
C 1.9984 -1.2727 -1.9123 0.01 0.05 -0.05 0.01
C 1.0083 -0.5028 -2.6278 0.00 0.03 0.10 0.01
N 0.1307 0.2257 -2.0455 -0.21 0.19 -0.29 0.11
C -0.6739 1.1702 -2.8257 0.05 -0.11 0.02 -0.01
C -0.1823 2.5834 -2.5286 0.05 0.01 0.00 0.01
C -0.5829 3.1196 -1.1641 0.03 -0.06 0.13 0.00
N -0.1461 2.3064 -0.0040 -0.13 0.23 -0.23 0.10
C 0.2115 2.9624 1.0335 0.14 -0.07 0.16 -0.01
C 0.6073 2.4203 2.3298 -0.07 0.15 -0.13 -0.02
C 1.1213 3.2777 3.2923 0.05 0.11 0.02 0.00
C 0.4629 1.0547 2.6496 -0.05 -0.21 -0.33 0.00
O -0.1121 0.2096 1.8603 -0.27 0.19 0.17 0.13
C 2.3598 -0.9242 -0.5808 0.02 -0.10 -0.08 0.00
O 1.8636 0.0859 0.0553 -0.15 0.06 -0.21 0.17
H 2.2802 3.3666 6.5183 0.00 0.00 -0.01 0.00
H 1.3749 4.6521 5.7276 0.00 0.00 -0.01 0.00
H 3.0189 4.2921 5.2127 0.00 0.00 -0.01 0.00
H 1.8536 1.1307 5.7730 -0.02 -0.01 -0.01 0.00
H 1.4685 -1.1444 5.0838 -0.02 0.02 0.00 0.00
H 0.4022 -1.4449 2.3703 0.02 0.03 0.04 -0.01
H -0.0120 -3.6491 3.4523 -0.01 -0.02 -0.02 0.00
H 1.3928 -3.3427 4.4773 -0.01 -0.01 0.01 0.00
H 1.4949 -3.4957 1.4110 0.01 -0.02 0.01 0.00
H 1.6708 -4.9019 2.4291 -0.01 0.00 -0.02 0.00
H 3.8943 -4.2390 1.8332 -0.01 0.00 -0.03 0.00
H 3.6779 -3.9456 3.5404 0.02 0.00 0.00 0.00
H 4.1069 -1.7769 3.2729 -0.03 0.01 0.01 0.00
H 3.7146 -0.3630 1.6159 0.02 -0.01 -0.01 0.00
H 4.5056 -3.5565 -0.0635 -0.01 0.03 0.00 0.00
H 4.6434 -5.0341 -1.9415 0.00 0.01 0.00 0.00
H 4.8631 -4.0123 -3.3579 -0.01 0.02 0.00 0.00
H 3.3811 -4.9426 -3.1673 -0.01 0.01 0.00 0.00
H 2.3230 -2.5679 -3.5673 0.01 0.00 0.01 0.00
H 1.0151 -0.5444 -3.7187 0.05 0.02 0.00 0.00
H -1.7240 1.0557 -2.5447 0.00 0.00 -0.01 0.00
H -0.5780 0.9419 -3.8887 -0.01 0.02 -0.02 0.00
H -0.6119 3.2616 -3.2676 0.01 0.00 -0.02 0.00
H 0.9025 2.6159 -2.6547 -0.01 0.01 -0.01 0.00
H -1.6707 3.1798 -1.1121 -0.02 -0.02 -0.03 0.00
H -0.1941 4.1333 -1.0513 -0.01 0.02 0.00 0.00
H 0.2408 4.0523 0.9649 0.01 0.00 0.03 0.00
H 1.2009 4.3334 3.0482 -0.01 -0.01 0.02 0.00
Br -3.4304 2.1003 0.6827 0.03 -0.01 -0.02 0.00
C -3.4484 0.2813 0.1791 0.04 0.06 -0.01 0.00
C -4.6897 -0.3086 -0.0051 -0.01 -0.05 -0.01 0.00
C -4.7383 -1.6678 -0.2502 -0.07 0.02 -0.01 0.00
C -3.5573 -2.3933 -0.2379 0.01 -0.02 0.02 0.00
C -2.3712 -1.7173 -0.0567 -0.04 0.08 0.14 0.00
N -2.2965 -0.3751 0.0941 0.05 -0.15 -0.12 0.04
C -1.0831 -2.4905 0.1276 0.00 0.03 -0.37 -0.01
O -1.1131 -3.6892 0.2966 0.04 0.00 0.10 0.02
O -0.0113 -1.7598 0.1164 -0.08 0.15 0.17 0.13
H -5.5865 0.2886 0.0643 0.01 0.01 0.00 0.00
H -5.6902 -2.1583 -0.4044 0.01 0.00 0.00 0.00
H -3.5319 -3.4686 -0.3384 0.01 0.00 0.00 0.00
```
Forces are in eV/Å.

=====

DFT (the ωB97M-V functional and the def2-TZVPD basis) results for C30H31CeN3O4SiTe as an isolated structure in a non-equilibrium geometry.

Output
Energy above the lowest of the compared OMol25 structures with the same formula, charge and spin   46.0 kJ/mol
Frontier orbital gap   5.66 eV
Total charge   +2
Lowest unoccupied orbital energy   -8.26 eV

```
71
Properties=species:S:1:pos:R:3:forces:R:3:mulliken_charge:R:1
Ce 16.8920 9.9977 7.3218 -1.30 -0.50 -1.08 1.10
C 20.2897 11.9409 5.5398 -1.02 0.20 0.00 -1.62
C 21.2881 11.2874 6.4902 -0.21 -0.25 0.68 1.79
C 21.7276 12.2613 7.6180 0.49 -0.67 -0.96 -1.84
C 22.5032 10.6640 5.7504 -0.47 -0.52 0.80 -1.58
Si 20.2700 9.9477 7.2671 -0.29 -0.69 0.71 0.53
O 18.6154 10.6137 7.7209 1.38 0.36 0.56 -0.31
C 20.8342 9.0366 8.8339 -0.10 0.21 0.68 0.30
C 20.6032 9.6263 10.0924 0.14 0.39 -0.22 -0.28
C 21.1481 9.1370 11.2846 0.36 -0.05 0.46 -0.81
C 21.9380 7.9901 11.2936 -0.45 -0.35 -2.43 -0.53
C 22.1141 7.3223 10.0281 -0.47 0.82 1.49 -0.72
C 21.5648 7.8257 8.8600 0.08 0.16 -0.43 -0.07
C 19.4616 8.6854 6.1465 0.57 -0.75 -1.10 1.03
C 18.8620 7.6703 6.8924 -0.92 0.26 0.63 -0.97
C 18.1220 6.6512 6.3329 0.09 -0.88 -0.53 -0.26
C 18.1105 6.4568 4.9577 0.52 0.42 -0.73 -0.80
C 18.8240 7.3517 4.1592 0.42 0.93 -0.14 -0.94
C 19.4550 8.4842 4.7501 -0.79 -0.89 -0.08 -0.64
H 20.7333 12.6639 4.8827 0.53 0.27 -0.48 0.55
H 19.5336 12.5240 6.0918 0.19 -0.22 0.02 0.28
H 19.7207 11.2228 4.9164 0.40 0.25 0.11 0.21
H 22.3544 13.0058 7.1555 0.37 0.45 -0.07 0.52
H 22.3285 11.7423 8.3686 -0.16 0.12 0.06 0.40
H 20.8949 12.7818 8.0521 -0.47 0.12 0.41 0.36
H 22.8956 11.3708 5.0419 0.42 0.46 -0.12 0.47
H 22.2219 9.7912 5.1664 -0.17 -0.18 -0.17 0.33
H 23.2775 10.3086 6.4535 -0.24 0.42 -0.29 0.40
H 20.0212 10.5455 10.1626 0.11 -0.07 -0.07 0.39
H 21.0127 9.7042 12.2151 -0.12 -0.31 -0.46 0.42
H 22.3829 7.5734 12.1812 0.04 0.10 0.16 0.45
H 22.6635 6.3993 9.9970 0.18 -0.19 -0.03 0.45
H 21.7203 7.2531 7.9428 0.03 0.21 0.14 0.40
H 18.9536 7.7011 7.9730 -0.02 -0.09 0.16 0.44
H 17.6731 5.8996 6.9561 -0.18 -0.12 0.30 0.70
H 17.6395 5.6114 4.4637 -0.11 0.06 0.37 0.50
H 18.9104 7.2072 3.0553 -0.18 0.14 1.13 0.42
H 19.9193 9.1768 4.0810 0.33 0.36 -0.20 0.51
O 16.5461 12.8206 4.7703 -0.07 -0.27 -0.80 -0.41
N 16.2255 11.8364 5.2960 -0.99 -1.65 2.55 1.06
O 16.1563 10.6132 4.8873 0.91 1.60 0.41 -0.56
O 15.8709 11.8704 6.6642 0.86 0.25 -1.75 -0.51
C 12.4772 11.4356 7.9561 -0.65 0.18 -0.24 -1.08
Te 14.3139 11.0253 9.0245 -0.75 -0.45 0.30 0.16
C 13.1249 9.3571 9.7202 -0.31 -0.06 -0.64 -1.29
C 12.0976 9.0896 8.6506 0.07 -0.70 -0.74 0.71
C 11.4743 7.8384 8.5140 -0.77 0.14 -0.63 -0.78
C 10.4106 7.7071 7.6053 0.14 0.04 0.20 -0.63
C 9.9653 8.7903 6.8200 -0.05 -1.01 0.82 -0.61
C 10.6108 9.9935 6.9456 0.84 0.39 0.42 -0.79
C 11.7086 10.1364 7.8191 0.02 -0.18 0.24 0.81
H 12.5954 11.9009 6.9826 0.44 0.14 0.02 0.58
H 11.9525 12.1527 8.6031 0.23 -0.13 -0.09 0.46
H 12.5283 9.6976 10.5454 0.27 0.30 0.88 0.61
H 13.6934 8.4753 9.9880 0.21 0.04 0.12 0.47
H 11.7300 6.9473 9.0959 0.12 0.53 0.03 0.50
H 9.9035 6.7421 7.5734 0.10 0.29 -0.21 0.40
H 9.0828 8.6957 6.1879 0.34 -0.04 0.09 0.43
H 10.2490 10.8384 6.3928 0.05 0.35 -0.27 0.50
N 13.3897 4.9479 5.4486 0.72 0.40 1.05 -0.42
C 13.9959 5.3433 6.3533 -0.93 -0.36 -1.10 -0.45
C 14.7535 5.9046 7.4319 0.11 0.84 -0.81 0.32
C 15.2771 5.1241 8.4401 -0.62 0.65 0.98 -0.42
C 15.9648 5.7444 9.4658 0.50 0.95 0.07 -0.93
C 16.2779 7.1080 9.3269 0.16 -0.94 0.54 -0.54
N 15.8538 7.8410 8.3028 -0.27 0.22 -0.23 0.34
C 15.0372 7.2710 7.4106 0.33 -0.02 -0.32 0.09
H 14.9452 4.1221 8.5222 0.15 -1.03 -0.05 0.67
H 16.2669 5.2205 10.3656 0.08 -0.04 -0.21 0.54
H 16.8902 7.6232 10.0602 -0.01 -0.14 0.06 0.60
H 14.6670 7.9299 6.6235 -0.19 -0.31 0.00 0.56
```
Forces are in eV/Å.